[1]
55
Properties=species:S:1:pos:R:3:forces:R:3:mulliken_charge:R:1 method="wB97M-V/def2-TZVPD" e_above_lowest_ev=21.4797 charge=0 gap_ev=7.0 e_lumo_ev=-1.16
O 0.757438 2.630019 -0.864601 -1.1897 0.2098 -1.2286 -0.57
C 1.772305 2.024280 -0.696521 2.7986 -1.2029 2.9384 0.41
N 2.181579 0.826935 -1.272486 6.4123 2.6437 2.2974 0.01
H 3.160409 0.469603 -0.958590 -2.4485 1.2580 -0.4640 0.34
C 1.671270 0.229677 -2.409518 -12.8061 5.6004 12.8188 -1.37
C 0.881961 -0.891706 -1.629959 -1.7910 -0.1407 -2.1830 -0.03
C -0.338954 -1.167217 -2.422334 3.3341 -11.4523 2.9228 -0.93
N -1.190710 -0.355501 -2.781513 -9.0979 10.5667 -0.0758 0.61
C -1.824495 0.201009 -1.556701 -2.0873 1.8983 -0.6111 0.18
H -1.147925 0.611221 -0.895780 2.0234 0.0368 1.6448 0.08
C -2.761040 1.410410 -1.774507 6.5265 -0.0797 -8.2383 -0.93
O -3.591592 1.097688 -2.851029 -1.8605 0.3108 -2.6966 -0.54
C -2.939500 0.729720 -4.251737 -2.8969 -2.6789 6.2433 -0.46
C -2.338652 -0.598746 -3.682113 8.8984 3.6314 -8.0782 -0.85
H -1.704519 -1.025052 -4.707937 -1.9957 0.1734 2.6193 0.27
H -2.952791 -1.221451 -3.288070 -4.4588 -4.0867 2.2080 0.63
H -3.831246 0.623792 -4.883806 0.5673 -0.1857 0.1322 0.26
H -2.351587 1.540869 -4.475935 1.9384 1.4034 -0.8340 0.36
H -3.355093 1.773966 -1.108459 -3.2462 1.6489 4.8947 0.57
H -2.072001 2.356864 -2.204700 -1.2593 -2.0506 1.5584 0.17
H -2.480908 -0.527944 -1.110552 0.1171 -1.0425 0.4613 -0.09
H -0.065407 -1.697189 -3.238452 1.3526 -1.9198 -3.1270 0.67
H -1.003857 -2.229680 -1.864532 1.4899 1.7036 -0.3828 0.01
H 1.448955 -1.743109 -1.424119 1.5435 -2.1833 -1.5668 0.62
H 0.530549 -1.043816 -0.631079 -0.1558 2.9920 1.5977 -0.62
H 2.112925 -0.080395 -3.094812 7.9343 -4.6155 -10.6305 0.94
H 0.863326 1.059611 -2.678680 1.3666 -2.0276 -0.3737 0.30
C 2.720979 2.426315 0.559715 0.3310 5.2194 -3.0234 -1.03
H 2.917886 3.752483 0.463628 -1.1187 -3.7911 0.1371 0.31
H 3.758707 2.189342 0.428616 0.3848 -1.0564 0.0790 0.46
C 2.158440 2.159361 1.911088 -0.1144 5.9302 -1.0773 -0.65
N 2.151931 0.768525 2.061849 -8.0435 4.0430 0.3296 0.43
C 3.090545 0.094655 2.508996 9.9697 0.8174 0.0472 0.83
O 4.340415 0.652870 2.467411 -4.9717 -2.7196 0.6920 -0.74
C 2.858584 -1.263351 2.889591 -3.6106 -4.2231 2.1089 -0.96
C 1.565699 -2.008050 2.146956 7.0895 5.5307 -3.5394 -1.28
C 0.640672 -1.033035 1.820892 -5.9301 8.8026 3.2931 0.30
N 0.677663 0.550649 2.108667 3.4815 -9.7785 -2.1349 -0.64
C -0.805861 -1.341280 1.736161 2.6034 1.5958 0.4021 1.30
C -1.098296 -2.600062 1.391858 -2.5450 -4.1303 -4.6873 -0.26
C -2.498369 -2.803821 0.938036 3.0822 -3.3198 2.1364 -0.39
C -3.466966 -1.943089 1.465178 -2.4072 -8.0950 -6.4362 -0.55
C -3.069587 -0.762498 1.756670 -1.9037 7.7914 1.7866 -0.37
C -1.755026 -0.325287 1.894100 -2.8107 -7.0311 -2.1410 -1.34
H -1.522924 0.456768 2.380074 1.5618 6.1084 2.5746 1.15
H -4.040451 -0.104894 1.759524 2.4348 -0.1144 0.7340 0.19
H -4.490040 -2.286212 0.939270 1.6747 1.4901 2.1345 0.26
H -2.665853 -3.839575 0.416328 -0.2042 2.2826 1.0383 0.28
H -0.308078 -3.433469 0.960124 -1.9081 2.4254 1.5153 0.13
H 2.143958 -2.112651 1.176018 -0.7202 -0.6087 0.2225 0.27
H 1.326844 -2.906559 2.453482 -1.5241 -4.2196 1.9222 0.89
H 2.449626 -1.332159 3.934816 1.0399 0.4985 -0.4457 0.32
H 3.587062 -2.041164 2.753300 1.0846 0.6256 0.2188 0.46
H 2.772855 2.816656 2.605562 -0.4829 -1.6602 -0.2507 0.34
H 1.077415 2.818920 1.865216 2.5480 -2.8246 0.5169 0.26

=====

[2]
16
Properties=species:S:1:pos:R:3:forces:R:3:mulliken_charge:R:1 method="wB97M-V/def2-TZVPD" e_above_lowest_ev=1.3356 smiles=CCNC.O charge=0 gap_ev=9.2 e_lumo_ev=0.83
C -0.331325 0.656815 1.365218 2.1626 -0.4169 0.1039 -1.05
C 0.182848 -0.148601 0.154247 -1.2606 -1.0796 -0.4928 -0.42
N -0.111558 -1.585997 0.391728 -0.4977 -0.2841 0.3690 -0.39
C -0.470400 -2.444399 -0.738456 2.0573 1.0623 -0.9656 -0.87
H 0.373934 1.456262 1.582853 -0.4200 0.8039 -0.5147 0.30
H -1.353194 0.983327 1.245388 -0.1205 0.0498 0.1953 0.26
H -0.139606 0.067056 2.277893 -0.8160 -0.2583 -0.4188 0.37
H -0.271204 0.143403 -0.809138 -0.1611 0.1325 0.5080 0.29
H 1.240976 -0.148550 -0.061181 0.5859 0.9187 0.3679 0.36
H 0.761147 -1.928136 0.768508 -0.2571 -0.4613 0.1888 0.24
H -0.082271 -3.448311 -0.559441 -0.7735 -0.1408 0.1999 0.32
H 0.144306 -2.125061 -1.604899 -0.1500 -0.1103 -0.1852 0.32
H -1.484917 -2.373922 -1.116259 -0.3537 -0.2130 0.6569 0.27
O 0.448210 3.388740 -0.727899 -0.1326 -0.5083 0.9321 -0.60
H 0.411985 3.212358 -1.666035 0.1635 0.6160 -0.2388 0.31
H 0.681069 4.295017 -0.502528 -0.0265 -0.1109 -0.7059 0.30

=====

[3]
58
Properties=species:S:1:pos:R:3:forces:R:3:mulliken_charge:R:1 method="wB97M-V/def2-TZVPD" e_above_lowest_ev=3.0150 charge=0 gap_ev=8.1 e_lumo_ev=-0.40
C 0.460558 -2.039569 0.064686 -0.2178 0.1943 -1.8081 -0.88
O 1.855477 -2.308063 -0.149604 -0.5605 0.3678 0.4770 -0.52
C 0.092677 -1.078527 1.195503 -1.7145 -1.7843 0.9345 0.59
C 0.288305 0.387000 0.843824 1.6606 -1.8339 0.6017 0.42
C 0.321182 1.375701 1.987612 -0.7240 0.6044 -0.5655 -0.45
C -1.017382 1.701267 2.626770 -1.3333 0.3161 1.2582 -1.16
N -2.100365 2.231117 1.799848 -0.2135 -0.4048 0.2106 -0.44
N -1.310623 -1.433365 1.554871 -0.1350 -0.2255 -0.4296 -0.45
H 0.066936 -1.576334 -0.856260 0.4177 0.0661 -0.0920 -0.01
H -0.053825 -3.003599 0.046530 -0.1475 0.0412 0.9022 0.22
H 2.185148 -2.545931 0.727042 0.0861 0.1394 -0.1407 0.45
H 0.607359 -1.502009 2.066860 0.5651 0.8917 0.0851 0.40
H 1.319996 0.314366 0.476987 -0.0048 0.7713 -0.5666 -0.11
H -0.390055 0.655626 0.040851 0.0182 0.2129 -0.0611 0.02
H 1.043087 1.118275 2.764297 0.1237 -0.1369 -0.0947 0.36
H 0.647167 2.293578 1.489786 0.1942 0.1689 0.4258 0.30
H -0.880947 2.352682 3.499233 0.3127 0.5474 -0.4662 0.48
H -1.540870 0.911994 3.189496 0.7010 -0.7479 -0.4085 0.19
H -1.978606 3.163628 1.446692 0.4989 0.1782 -0.0925 0.33
H -2.226361 1.640857 0.989223 0.0072 0.0663 -0.1045 0.07
H -1.974863 -1.051704 0.884942 0.1210 0.2287 0.1036 0.08
H -1.558766 -1.053477 2.456569 0.1132 0.1351 0.0419 0.29
H -4.421415 -0.586717 0.247409 0.1179 -0.3516 -0.1601 0.32
H -3.629513 -1.463262 -0.856222 -0.5267 -0.0100 -0.0448 0.34
O -3.572902 -0.768799 -0.186226 0.3231 0.5039 -0.2748 -0.74
H 1.422611 -1.106583 -3.209932 -0.2699 0.2487 -0.3428 0.52
H -0.038565 -1.435659 -3.337643 -0.0522 -0.2656 -0.2828 0.28
O 0.717119 -1.199318 -3.891868 -0.2052 0.1898 0.6141 -0.72
H -1.334842 2.447886 -1.530579 -0.5563 -0.0122 0.4398 0.29
H 0.018469 2.922370 -1.277811 0.2386 0.0431 0.5359 0.33
O -0.807159 2.775463 -0.782577 0.4322 0.2010 -1.0323 -0.58
H -2.414417 0.827591 -2.547025 -0.0604 0.1850 -0.0541 0.29
H -3.090272 0.796424 -1.174020 -0.1821 -0.2535 0.0183 0.35
O -3.002232 1.331426 -1.972437 0.0989 0.1525 -0.2198 -0.70
H 1.972172 1.826076 -2.477689 -0.1317 0.0382 -0.4692 0.32
H 1.699773 3.292912 -3.023355 0.0207 -0.4185 -0.3222 0.27
O 1.871225 2.753824 -2.251434 0.3057 0.4527 0.9707 -0.63
H 3.804385 1.395967 2.077315 0.4242 0.5084 -0.0226 0.44
H 4.803298 2.554020 1.944918 -0.0875 -0.0618 -0.0155 0.27
O 4.092744 2.223950 2.501895 -0.2529 0.1357 0.3040 -0.67
H -3.862558 -1.621904 1.889400 0.1842 0.1210 0.2446 0.37
H -4.415160 -0.481027 2.804040 0.1925 -0.0442 -0.0210 0.32
O -4.648551 -1.118964 2.123356 -0.6128 -0.0817 0.2600 -0.68
H 2.638460 -0.803530 -1.115823 -0.1967 -0.3206 -0.0198 0.25
H 3.134918 -1.521973 -2.376393 0.0416 0.1147 0.2510 0.32
O 2.677097 -0.724246 -2.081351 0.5074 0.3617 -0.4196 -0.69
H 3.446074 -3.172140 2.415023 0.2163 -0.2466 0.3885 0.25
H 2.827275 -1.941597 3.157492 -0.0575 -0.3445 -0.0200 0.32
O 2.962715 -2.355253 2.293785 0.1350 0.2787 0.3514 -0.64
H 3.924673 -0.842575 1.697804 0.0725 0.0061 -0.4512 0.38
H 4.829236 -0.260703 0.578435 0.1125 -0.0035 -0.0254 0.28
O 4.087912 -0.056502 1.151688 -0.2353 -0.4535 -0.0979 -0.69
H -2.272298 -2.802563 -0.539066 0.0516 -0.3584 0.0836 0.39
H -3.014884 -3.956262 -1.247791 -0.1517 -0.5493 0.1734 0.26
O -2.700570 -3.067014 -1.365388 0.2862 0.7697 -0.1660 -0.65
H -0.386303 2.252561 -4.304072 0.0285 -0.6741 -0.1382 0.23
H -0.254531 0.764877 -3.693776 0.4357 0.2049 -0.7261 0.35
O -0.496858 1.686973 -3.532602 -0.4147 0.1374 0.4803 -0.54

=====

[4]
24
Properties=species:S:1:pos:R:3:forces:R:3:mulliken_charge:R:1 method="wB97M-V/def2-TZVPD" e_above_lowest_ev=3.5886 charge=0 gap_ev="6.3 / 6.3" e_lumo_ev="-0.99 / -0.99"
C 0.100436 -1.085698 -0.430422 -0.3841 0.3121 0.4320 0.52
C -0.676400 -2.171925 -1.208356 0.4919 0.2372 0.2726 0.60
C -0.981614 -0.370401 0.260069 -0.4728 0.3603 0.5218 0.42
C -2.303540 -0.626614 -1.576945 0.6808 -0.4526 -0.5184 0.35
C 2.133898 2.322075 2.343293 0.1550 -0.0053 0.0712 -0.62
C 1.143771 2.299777 1.221056 -0.0319 0.1026 -0.0291 -0.34
C 0.759961 1.763261 2.564434 -0.3852 -0.5222 0.1052 -0.06
C -0.037120 -3.501185 -1.368613 0.2070 -0.2301 -0.1515 -1.15
N -1.706930 -1.825610 -1.875870 -1.1793 -0.4650 -1.0118 -0.60
N -2.020701 -0.017642 -0.465189 -0.1565 0.4090 0.9323 -0.52
N 1.251959 -0.986074 -0.775802 0.9872 -0.0838 -0.3058 -0.73
N -3.189359 -0.137347 -2.470192 0.0487 -0.0112 0.2778 -0.36
S -1.193075 -0.460898 1.992410 -0.1191 0.3320 -0.1102 -0.14
S 0.646729 -0.020187 2.788261 0.1638 0.1411 -0.2729 -0.11
H 2.954296 1.622009 2.306938 0.0437 -0.0958 -0.0831 0.25
H 2.382189 3.257221 2.824408 -0.1092 0.0410 0.0060 0.24
H 0.690616 3.227564 0.904090 -0.0188 0.0671 0.0664 0.24
H 1.304842 1.583586 0.431084 0.0567 -0.2032 -0.1298 0.17
H 0.053145 2.299425 3.182396 0.0783 0.1508 -0.0549 0.33
H 1.043393 -3.424104 -1.305501 -0.0503 0.0086 -0.0002 0.38
H -0.379602 -4.157878 -0.565839 -0.0894 -0.0040 0.0101 0.26
H -0.329876 -3.933365 -2.321969 0.0018 -0.0646 -0.0200 0.35
H -3.547303 -0.773932 -3.160981 0.0897 -0.0229 -0.0251 0.26
H -3.758560 0.643111 -2.194287 -0.0079 -0.0013 0.0174 0.26

=====

[5]
16
Properties=species:S:1:pos:R:3:forces:R:3:mulliken_charge:R:1 method="wB97M-V/def2-TZVPD" e_above_lowest_ev=5.0327 charge=0 gap_ev=8.3 e_lumo_ev=-0.31
C -1.304283 -0.836178 1.516371 -0.5079 0.8359 -0.5075 -0.82
O -1.102689 -0.226354 -0.081914 0.3677 -0.4116 0.7296 -0.34
C -0.166700 0.505256 -0.496639 0.1269 -0.3368 0.3797 0.95
C 0.127702 0.574279 -1.966061 -0.2487 -0.0755 0.2210 -1.08
C 0.767927 1.184864 0.431052 -0.0599 -0.0205 0.0981 -1.14
C 0.600014 -2.035159 0.485811 1.5180 -0.7651 -0.8168 -0.22
N 1.513878 -1.954768 -0.244840 -0.5909 0.1642 0.3973 -0.58
H -1.729353 -1.829248 1.372977 0.1699 0.5104 -0.3572 0.34
H -0.477537 -0.900224 2.232307 -0.0408 0.3932 -0.9435 0.41
H -2.018921 -0.062682 1.747846 -0.3766 0.1083 0.2420 0.37
H 0.584584 1.522278 -2.276824 -0.1941 -0.2294 0.2899 0.36
H -0.731946 0.334513 -2.592698 0.0394 -0.0454 0.1844 0.34
H 0.881379 -0.226333 -2.092369 -0.1587 0.0608 0.1343 0.30
H 1.618686 0.492077 0.512827 -0.0586 0.0374 0.0226 0.34
H 0.321050 1.315505 1.417031 0.1009 -0.0311 -0.0670 0.34
H 1.116208 2.142176 0.035123 -0.0866 -0.1950 -0.0070 0.43

=====

[6]
26
Properties=species:S:1:pos:R:3:forces:R:3:mulliken_charge:R:1 method="wB97M-V/def2-TZVPD" e_above_lowest_ev=0.0000 smiles="COP(=O)(OC)[C@](C)(N)C(=[NH2+])O" charge=+1 gap_ev=12.0 e_lumo_ev=-2.71
C -0.066681 2.040508 -2.419063 -0.2886 0.5606 -0.4847 -0.71
O 0.531589 0.961389 -1.690928 -0.0541 -0.7044 0.8132 -0.30
P -0.284007 0.115925 -0.628601 1.1169 -0.3279 -0.4209 0.95
O -1.724465 0.377982 -0.569055 -0.2369 0.1801 0.1955 -0.79
O 0.153685 -1.401015 -0.875731 0.0533 0.8764 0.3285 -0.33
C -0.366839 -2.106874 -2.012681 -0.1384 -0.3292 -0.4975 -0.73
C 0.523094 0.274188 1.031436 -1.8644 -1.9466 0.2943 1.15
C 0.246964 1.587952 1.719905 0.0257 0.1510 -0.0150 -1.58
N 1.877586 -0.191308 1.122830 0.5427 -0.0724 -0.2135 -0.55
C -0.297125 -0.987931 1.820715 1.6207 2.2553 -1.0346 -0.05
N -1.586140 -1.030901 1.854788 -0.4894 -0.5422 0.3770 -0.18
O 0.514927 -1.794681 2.342783 0.2289 -0.2667 0.2538 -0.53
H -0.045793 1.786338 -3.481034 0.0347 0.0344 0.1865 0.27
H 0.520038 2.942914 -2.244081 -0.0479 -0.1381 -0.0020 0.26
H -1.098026 2.188130 -2.099567 0.0704 0.0278 -0.0337 0.36
H -0.750257 -3.063244 -1.656010 0.0348 0.1306 -0.0700 0.28
H 0.439753 -2.273294 -2.728988 -0.0969 0.0496 0.1240 0.26
H -1.172368 -1.539091 -2.484535 0.0479 -0.1195 0.0437 0.34
H 0.773676 2.390136 1.203593 0.0208 0.0447 -0.0042 0.43
H 0.581995 1.561477 2.755986 0.0074 0.0085 0.0552 0.45
H -0.815514 1.815554 1.697108 -0.0507 0.0354 0.0413 0.39
H 2.529436 0.492126 1.493235 -0.0920 -0.0046 -0.0616 0.25
H 2.225738 -0.570607 0.246299 0.0969 0.0491 0.1162 0.27
H -2.117109 -0.398110 1.254994 0.1074 -0.0366 0.0069 0.24
H -2.066685 -1.801340 2.310175 0.0924 0.1417 -0.0386 0.31
H 1.472529 -1.376225 2.036426 -0.7415 -0.0570 0.0403 0.53